Below is a structure of composition C23H21Cl2F5GeIrN3O2S, with properties calculated with the ωB97M-V functional and the def2-TZVPD basis.

For the HOMO-LUMO gap (alpha / beta), the calculation gives 5.1 / 5.5 eV. Its charge is +1. The HOMO energy (alpha / beta) comes out at -11.169 / -11.165 eV. The value obtained for the relative energy (zero: lowest compared OMol25 entry of this formula, charge and spin) is 2.2176 eV. The calculation puts the total energy at -141572.0408 eV. As for the expectation value of S²: 0.774. Its multiplicity is 2. The value obtained for the LUMO energy (alpha / beta) is -6.06 / -5.69 eV.

Each line ends with the Mulliken spin population.
Element x y z (Å)
1 Ir -0.1938 -0.0887 0.3604  0.815
2 N 2.2295 -0.2267 0.1023  0.009
3 N 2.8729 0.0923 1.2973  -0.001
4 C 2.2683 -0.1366 2.4398  -0.005
5 N 2.9152 0.0535 3.5835  0.002
6 S 0.6493 -0.7313 2.5039  0.034
7 H 2.2897 -1.2549 -0.1036  0.002
8 H 2.6141 0.3148 -0.6618  -0.002
9 H 3.7291 0.6271 1.2703  0.000
10 H 3.8758 0.3552 3.6188  0.000
11 H 2.4445 -0.1458 4.4512  0.001
12 F 1.6672 2.2312 0.2552  0.007
13 C 0.3552 1.9413 0.0697  0.014
14 F 0.0761 2.2391 -1.2110  0.001
15 C -0.4211 2.9156 0.9810  0.021
16 F -0.1492 4.1853 0.7304  0.005
17 F -1.7328 2.7334 0.8379  -0.001
18 F -0.1136 2.6459 2.2616  0.002
19 C -4.5254 -4.1655 -1.1113  -0.004
20 C -4.7331 -3.0891 -1.9621  0.002
21 C -4.2946 -1.8191 -1.6046  0.001
22 C -3.6424 -1.6321 -0.3892  0.002
23 C -3.4608 -2.7133 0.4782  -0.008
24 C -3.8894 -3.9797 0.1085  -0.001
25 Ge -2.7050 0.0309 0.0984  0.034
26 C -3.5003 0.3908 1.8690  -0.061
27 C -2.7048 0.6689 2.9788  0.038
28 C -3.2816 1.0008 4.1983  0.011
29 C -4.6635 1.0471 4.3139  0.001
30 C -5.4613 0.7561 3.2166  0.001
31 C -4.8865 0.4141 1.9997  0.000
32 C -3.2637 1.2925 -1.3025  -0.014
33 C -2.7053 1.1904 -2.5773  -0.006
34 C -2.9286 2.1929 -3.5132  0.003
35 C -3.6953 3.2973 -3.1706  -0.003
36 C -4.2602 3.3924 -1.9039  0.001
37 C -4.0653 2.3830 -0.9715  0.000
38 H -4.8667 -5.1525 -1.3966  0.000
39 H -5.2374 -3.2304 -2.9098  0.000
40 H -4.4649 -0.9859 -2.2756  0.000
41 H -2.9745 -2.5722 1.4374  0.000
42 H -3.7230 -4.8158 0.7763  0.000
43 H -1.6270 0.6354 2.8971  -0.014
44 H -2.6531 1.2298 5.0504  0.001
45 H -5.1173 1.3029 5.2625  0.000
46 H -6.5394 0.7960 3.3078  0.000
47 H -5.5195 0.1759 1.1518  0.001
48 H -2.0774 0.3436 -2.8360  0.001
49 H -2.4952 2.1148 -4.5021  0.000
50 H -3.8514 4.0893 -3.8911  0.000
51 H -4.8523 4.2577 -1.6342  0.000
52 H -4.5180 2.4585 0.0102  0.000
53 Cl -1.1405 -4.5842 -1.6214  0.000
54 C 0.0778 -4.3032 -0.3899  0.011
55 Cl -0.6065 -4.4015 1.2550  0.001
56 C 0.6845 -2.9014 -0.4831  -0.010
57 O 1.8944 -2.8257 -0.3139  0.000
58 O -0.1584 -1.9329 -0.6703  0.108
59 H 0.8543 -5.0521 -0.4673  0.001